ORCA calculation (the ωB97M-V functional and the def2-TZVPD basis) on a 2-piece molecular cluster, C6H16S2 overall at a distorted geometry.

```
24
Properties=species:S:1:pos:R:3
C 3.10 0.84 3.42
C 3.89 1.48 4.63
C 5.20 0.77 5.02
S 4.84 -0.79 5.85
H 2.22 1.47 3.18
H 2.74 -0.18 3.63
H 3.76 0.81 2.54
H 4.14 2.49 4.25
H 3.30 1.61 5.56
H 5.88 0.51 4.19
H 5.77 1.36 5.76
H 3.65 -0.65 6.48
C -2.16 -4.97 -4.02
C -1.24 -4.49 -2.84
C 0.28 -4.93 -2.87
S 0.26 -6.75 -2.68
H -2.16 -6.07 -4.07
H -1.86 -4.57 -5.01
H -3.18 -4.62 -3.80
H -1.25 -3.39 -2.82
H -1.81 -4.85 -1.96
H 0.75 -4.60 -3.81
H 0.78 -4.40 -2.03
H -0.47 -7.10 -3.76
```

E	-1034.540811	Ha
relative energy (zero: lowest compared OMol25 entry of this formula, charge and spin)	22.2	kcal per mole
SMILES string	CCCS.CCCS
max |F|	2.10	eV Å⁻¹
multiplicity	1

***

ORCA calculation (the ωB97M-V functional and the def2-TZVPD basis) on C19H32BaCl2N3O4 as an isolated structure at a distorted geometry.

```
61
Properties=species:S:1:pos:R:3
O -0.19 -0.19 -2.25
C -0.54 0.59 -3.11
C -0.85 0.16 -4.51
C -0.41 -1.07 -5.07
H 0.47 -1.56 -4.66
C -1.13 -1.66 -6.11
H -0.88 -2.66 -6.44
C -2.24 -1.02 -6.66
H -2.81 -1.49 -7.47
C -2.54 0.27 -6.21
H -3.41 0.77 -6.63
C -1.82 0.90 -5.20
H -2.02 1.95 -4.91
H -0.85 1.66 -2.81
C 1.47 2.82 -3.58
C 0.56 2.90 -2.45
H 1.94 3.76 -3.91
H 0.87 2.42 -4.44
H 2.27 2.08 -3.37
C 0.39 3.04 -1.15
C 1.40 3.57 -0.11
H -0.54 2.66 -0.70
H 1.97 4.42 -0.53
H 2.13 2.80 0.18
H 0.93 3.92 0.82
Ba -0.43 -1.22 0.21
Cl 2.30 -1.12 -1.11
Cl -2.83 0.65 -0.27
C 2.64 -0.28 1.90
O 1.43 -0.43 2.16
N 3.61 0.00 2.78
C 3.36 0.03 4.21
C 5.01 0.03 2.37
H 2.98 -0.42 0.85
H 2.29 0.10 4.41
H 3.89 0.88 4.64
H 3.77 -0.88 4.68
H 5.06 0.00 1.27
H 5.55 -0.84 2.78
H 5.50 0.94 2.74
H -2.96 1.40 5.39
H -5.39 1.32 3.35
C -2.58 1.74 4.42
C -4.51 1.74 2.84
N -3.29 1.12 3.32
H -1.52 1.52 4.36
C -2.74 0.10 2.65
O -1.57 -0.30 2.76
H -4.60 1.57 1.77
H -3.43 -0.35 1.91
H -2.74 2.82 4.35
H -4.46 2.80 3.05
C 1.20 -4.54 1.86
C -0.27 -4.62 1.60
N -0.93 -5.57 2.29
O -0.90 -3.88 0.80
H 1.66 -5.53 1.82
H 1.39 -4.15 2.87
H 1.67 -3.87 1.13
H -1.89 -5.79 2.04
H -0.50 -6.05 3.06
```

E	-2154.348658	Ha
charge	-1
relative energy (zero: lowest compared OMol25 entry of this formula, charge and spin)	26.4	kcal per mole
max |F|	2.96	eV Å⁻¹
multiplicity	1

***

ORCA calculation (the ωB97M-V functional and the def2-TZVPD basis) on C26H35CsN8O3S4 as an isolated structure at a distorted geometry.

```
77
Properties=species:S:1:pos:R:3
Cs -0.14 0.22 0.54
N -1.54 -2.77 -0.05
C -1.56 -3.38 -1.39
C -1.93 -2.36 -2.46
N -0.88 -1.40 -2.79
C -1.43 -0.23 -3.50
C -0.80 1.10 -3.10
N -1.37 1.59 -1.84
C 0.17 -2.05 -3.56
C 1.39 -1.18 -3.83
N 2.02 -0.74 -2.58
H -1.33 -3.48 0.64
H -2.48 -2.43 0.16
H -2.30 -4.19 -1.46
H -0.58 -3.82 -1.58
H -2.79 -1.81 -2.08
H -2.26 -2.91 -3.36
H -2.50 -0.17 -3.28
H -1.34 -0.36 -4.59
H -0.95 1.81 -3.92
H 0.27 0.96 -2.93
H -2.33 1.88 -1.98
H -0.87 2.41 -1.52
H -0.23 -2.41 -4.53
H 0.51 -2.93 -3.01
H 1.11 -0.30 -4.41
H 2.07 -1.78 -4.46
H 2.80 -0.13 -2.77
H 2.39 -1.54 -2.08
N 2.25 -2.88 -0.04
C 2.76 -3.54 1.06
C 2.95 -4.91 1.09
C 3.57 -5.52 2.19
C 4.00 -4.79 3.26
C 3.80 -3.39 3.28
C 4.20 -2.56 4.35
C 3.97 -1.22 4.29
C 3.31 -0.69 3.16
N 2.91 -1.43 2.15
C 3.17 -2.76 2.18
H 1.55 -3.36 -0.58
H 2.06 -1.90 0.13
H 2.63 -5.51 0.25
H 3.71 -6.59 2.18
H 4.50 -5.26 4.10
H 4.69 -3.00 5.21
H 4.28 -0.55 5.08
H 3.08 0.37 3.08
S -4.68 -0.91 -0.25
C -4.80 0.71 -0.48
N -5.18 1.30 -1.63
C -5.06 2.74 -1.75
C -5.07 3.28 -0.32
S -4.47 1.92 0.74
H -5.31 0.72 -2.44
H -5.89 3.14 -2.33
H -4.13 3.01 -2.26
H -6.08 3.54 0.00
H -4.41 4.14 -0.19
O 3.67 5.98 -0.99
S 2.93 5.94 0.24
O 2.10 7.06 0.56
N 2.04 4.54 0.34
C 2.42 3.82 1.35
S 1.66 2.38 1.83
C 3.58 4.34 2.12
C 4.22 3.79 3.22
C 5.27 4.49 3.80
C 5.67 5.72 3.29
C 5.04 6.27 2.19
C 4.01 5.56 1.62
H 3.89 2.83 3.60
H 5.77 4.08 4.66
H 6.49 6.25 3.77
H 5.34 7.23 1.78
O -1.18 3.29 1.65
C -0.45 3.08 0.80
```

E	-3288.425955	Ha
max |F|	1.68	eV Å⁻¹
multiplicity	1

***

ORCA calculation (the ωB97M-V functional and the def2-TZVPD basis) on one molecule with the formula C7H9Cl2N at a distorted geometry.

```
19
Properties=species:S:1:pos:R:3
C 1.81 -0.45 -1.42
C 0.60 -0.75 -1.74
C 1.97 0.36 -0.13
C -0.57 -0.25 -0.96
C -0.32 0.14 0.51
C -0.52 -0.96 1.47
C -1.20 1.29 1.01
N 1.02 0.67 0.64
Cl -2.92 1.02 0.56
Cl -0.83 2.93 0.24
H 2.64 -0.67 -2.09
H 0.49 -1.34 -2.65
H 2.84 1.01 -0.09
H -1.05 0.72 -1.53
H -1.31 -0.99 -0.96
H -0.89 -1.86 0.95
H -1.02 -0.67 2.34
H 0.51 -1.49 1.71
H -1.22 1.29 2.13
```

E	-1247.064155	Ha
⟨S²⟩	2.015
max |F|	5.97	eV Å⁻¹
multiplicity	3

***

ORCA calculation (the ωB97M-V functional and the def2-TZVPD basis) on C26H35BrFeNO8 as an isolated structure.

```
72
Properties=species:S:1:pos:R:3
Fe -1.48 0.45 0.23
C -4.68 -0.19 -0.41
C -4.60 1.29 -0.12
O -3.52 1.56 0.77
C -3.75 1.27 2.14
C -2.66 2.00 2.88
O -1.42 1.67 2.25
C -0.55 2.76 1.96
C -1.07 3.62 0.81
O -1.38 2.78 -0.30
C -0.60 2.92 -1.48
C -1.39 2.22 -2.57
O -1.67 0.90 -2.13
C -2.72 0.25 -2.83
C -3.08 -0.99 -2.04
O -3.38 -0.69 -0.68
H -5.36 -0.37 -1.24
H -5.05 -0.73 0.47
H -5.55 1.65 0.30
H -4.38 1.87 -1.02
H -3.69 0.19 2.33
H -4.73 1.64 2.46
H -2.63 1.69 3.92
H -2.83 3.08 2.82
H 0.39 2.30 1.66
H -0.39 3.38 2.85
H -0.32 4.37 0.55
H -1.99 4.13 1.09
H 0.37 2.45 -1.35
H -0.48 3.98 -1.75
H -0.83 2.21 -3.50
H -2.34 2.76 -2.73
H -2.39 -0.04 -3.83
H -3.58 0.92 -2.92
H -2.22 -1.66 -2.00
H -3.91 -1.51 -2.52
Br -2.20 -6.96 1.41
C -0.79 -5.92 0.71
C 0.35 -6.54 0.19
N 1.35 -5.85 -0.31
C 1.30 -4.53 -0.34
C 0.21 -3.82 0.17
C -0.86 -4.54 0.70
C 0.14 -2.34 0.11
O 1.28 -1.79 -0.22
O -0.91 -1.75 0.35
H 0.44 -7.62 0.19
H 2.15 -4.01 -0.77
H -1.72 -4.02 1.10
C 6.88 0.78 0.96
C 5.48 0.53 0.57
C 5.05 0.70 -0.77
C 3.76 0.44 -1.15
C 3.37 0.65 -2.59
C 2.85 -0.02 -0.16
C 1.41 -0.35 -0.57
O 0.55 0.47 -0.02
C 3.24 -0.16 1.21
C 2.29 -0.63 2.27
C 4.54 0.12 1.54
H 7.49 1.09 0.11
H 7.31 -0.12 1.40
H 6.93 1.55 1.73
H 5.77 1.04 -1.51
H 4.19 1.10 -3.14
H 2.51 1.32 -2.67
H 3.12 -0.29 -3.07
H 1.34 -0.38 -1.67
H 1.27 -0.34 2.06
H 2.58 -0.23 3.24
H 2.34 -1.72 2.34
H 4.85 0.02 2.57
```

E	-5505.569576	Ha
charge	+2
⟨S²⟩	8.774
max |F|	0.94	eV Å⁻¹
multiplicity	6

***

ORCA calculation (the ωB97M-V functional and the def2-TZVPD basis) on a 3-piece molecular cluster, C3H13N2O3 overall at a distorted geometry.

```
21
Properties=species:S:1:pos:R:3
C -0.07 0.12 1.50
N -0.32 1.19 0.57
C 0.46 1.02 -0.80
O 1.48 1.86 -0.84
C -0.85 -1.21 1.17
N -2.12 -0.88 0.50
H 0.94 -0.11 1.83
H -0.65 0.42 2.42
H 0.13 2.00 0.99
H 0.81 -0.05 -0.82
H -0.42 1.17 -1.47
H -0.28 -1.80 0.44
H -1.17 -1.59 2.12
H -2.19 0.11 0.26
H -2.33 -1.44 -0.29
H -1.81 -1.17 -2.66
H -0.37 -1.05 -1.97
O -0.87 -1.13 -2.79
H 2.64 1.28 0.18
H 3.57 0.57 -0.65
O 3.44 0.66 0.32
```

E	-457.313203	Ha
charge	-1
relative energy (zero: lowest compared OMol25 entry of this formula, charge and spin)	22.4	kcal per mole
max |F|	2.67	eV Å⁻¹
multiplicity	1

***

ORCA calculation (the ωB97M-V functional and the def2-TZVPD basis) on a 3-piece molecular cluster, C13H18F2O5P2S overall.

```
41
Properties=species:S:1:pos:R:3
C -8.17 -0.01 1.27
S -7.76 -0.22 -0.45
O -7.92 1.08 -1.10
O -8.50 -1.37 -0.94
P -5.53 -0.65 -0.57
P -3.31 -1.05 -0.71
O -2.92 -2.30 -0.04
O -2.89 -0.96 -2.26
O -2.58 0.29 -0.14
H -9.24 0.15 1.32
H -7.63 0.85 1.67
H -7.90 -0.92 1.81
H -5.82 -2.04 -0.57
H -5.60 0.04 -1.80
H -5.36 0.05 0.65
H -2.85 -0.05 -2.60
H -2.50 0.23 0.82
F 0.52 0.34 2.26
C 1.23 -0.39 1.37
C 2.43 -0.95 1.77
C 3.14 -1.70 0.85
C 2.66 -1.88 -0.44
C 1.45 -1.31 -0.81
C 0.72 -0.55 0.10
H 2.79 -0.79 2.78
H 4.09 -2.14 1.14
H 3.23 -2.46 -1.16
H 1.07 -1.45 -1.82
H -0.22 -0.10 -0.17
F 5.30 -0.03 -2.08
C 5.71 0.84 -1.13
C 4.78 1.68 -0.56
C 5.21 2.57 0.42
C 6.54 2.60 0.81
C 7.45 1.73 0.22
C 7.04 0.84 -0.76
H 3.75 1.63 -0.88
H 4.49 3.24 0.88
H 6.87 3.29 1.57
H 8.49 1.75 0.52
H 7.73 0.15 -1.23
```

E	-2162.987934	Ha
SMILES string	CS(=O)(=O)[PH3]P(=O)(O)O.Fc1ccccc1.Fc1ccccc1
max |F|	0.33	eV Å⁻¹
multiplicity	1

***

ORCA calculation (the ωB97M-V functional and the def2-TZVPD basis) on one molecule with the formula C2H5N3OS at a distorted geometry.

```
12
Properties=species:S:1:pos:R:3
H 1.48 -0.56 1.37
N 0.88 0.20 1.73
C 0.28 0.96 0.88
N -0.36 2.12 1.28
S 0.21 0.77 -0.92
C 0.26 -0.99 -0.97
N -0.43 -1.49 -1.97
O 0.95 -1.66 -0.21
H -0.35 2.11 2.35
H -1.45 1.87 1.02
H -0.98 -0.79 -2.61
H -0.50 -2.54 -1.95
```

E	-716.897919	Ha
relative energy (zero: lowest compared OMol25 entry of this formula, charge and spin)	26.9	kcal per mole
SMILES string	[H]/N=C(/N)SC(N)=O
max |F|	4.53	eV Å⁻¹
multiplicity	1

***

ORCA calculation (the ωB97M-V functional and the def2-TZVPD basis) on a 2-piece molecular cluster, C2H3Cl2NS overall at a distorted geometry.

```
9
Properties=species:S:1:pos:R:3
C 0.48 -1.50 -0.84
C -0.31 1.08 0.10
N 0.81 0.41 0.20
S 0.29 -2.60 0.24
Cl -1.84 0.21 1.05
Cl -0.09 2.65 0.81
H 0.30 -1.33 -1.87
H -0.73 0.99 -0.83
H 1.09 0.08 1.15
```

E	-1451.190984	Ha
relative energy (zero: lowest compared OMol25 entry of this formula, charge and spin)	83.3	kcal per mole
max |F|	5.25	eV Å⁻¹
multiplicity	1

***

ORCA calculation (the ωB97M-V functional and the def2-TZVPD basis) on an isolated ion of composition HN4O4 and charge -1 at a distorted geometry.

```
9
Properties=species:S:1:pos:R:3
N 1.30 1.02 -0.83
N -0.82 0.73 0.29
N 1.69 -0.03 -0.17
N 3.00 -0.05 0.09
O -0.10 0.51 1.29
O 0.05 1.13 -1.00
O 3.53 -1.16 0.06
O 3.59 0.98 0.38
H -1.28 -0.13 -0.08
```

E	-520.283790	Ha
charge	-1
⟨S²⟩	2.017
max |F|	3.93	eV Å⁻¹
multiplicity	3

***

ORCA calculation (the ωB97M-V functional and the def2-TZVPD basis) on one molecule with the formula C5H6O3 at a distorted geometry.

```
14
Properties=species:S:1:pos:R:3
C -2.00 -0.22 0.60
O -1.27 -0.37 -0.60
C -0.41 0.92 -1.07
C 0.51 1.21 0.03
C 1.36 0.16 0.11
O 2.36 -0.05 0.99
C 0.96 -0.70 -0.98
O 0.40 0.00 -1.94
H -1.34 0.04 1.43
H -2.53 -1.17 0.79
H -2.76 0.56 0.48
H 0.36 2.00 0.75
H 2.99 -0.71 0.65
H 1.38 -1.67 -1.24
```

E	-419.611913	Ha
relative energy (zero: lowest compared OMol25 entry of this formula, charge and spin)	142.8	kcal per mole
SMILES string	COc1cc(O)co1
max |F|	2.78	eV Å⁻¹
multiplicity	1

***

ORCA calculation (the ωB97M-V functional and the def2-TZVPD basis) on C4H7O as an isolated structure at a distorted geometry.

```
12
Properties=species:S:1:pos:R:3
C 1.93 0.09 0.05
C 1.01 0.99 -0.22
C 0.97 -0.98 -0.41
C -1.29 0.16 -0.27
O 0.04 0.11 -0.79
H 2.94 0.08 0.40
H 0.42 2.77 0.24
H 1.24 -1.59 -1.27
H 0.56 -1.59 0.40
H -1.86 -0.67 -0.69
H -1.31 0.14 0.82
H -1.72 1.10 -0.63
```

E	-231.330556	Ha
charge	+1
relative energy (zero: lowest compared OMol25 entry of this formula, charge and spin)	105.6	kcal per mole
max |F|	4.80	eV Å⁻¹
multiplicity	1